[1]
DFT (the ωB97M-V functional and the def2-TZVPD basis) results for a cluster of 2 separate species, C10H13NO in total in a non-equilibrium geometry.

Results
E_LUMO = 0.97 eV
structure (SMILES) = Cc1c[nH]c2ccccc12.CO
HOMO energy = -7.7 eV
total energy = -14117.663 eV

The geometry in XYZ format:
```
25
Properties=species:S:1:pos:R:3:forces:R:3:mulliken_charge:R:1
C -2.206 0.681 2.356 0.7 -2.4 0.2 -1.230
C -1.939 -0.223 1.173 -1.1 0.4 -0.5 0.342
C -2.781 -1.153 0.598 0.8 -0.3 -0.1 -0.704
N -2.037 -1.980 -0.233 0.0 0.1 -0.5 -0.060
C -0.743 -1.529 -0.301 -1.2 0.5 0.4 0.116
C 0.298 -2.048 -1.033 1.0 -0.1 -0.1 -0.829
C 1.520 -1.445 -0.820 0.6 0.7 0.1 -0.360
C 1.667 -0.364 0.059 -0.5 0.0 1.5 -0.782
C 0.595 0.132 0.814 0.4 0.2 -1.1 -0.502
C -0.666 -0.398 0.560 0.6 -1.2 0.0 0.876
H -2.039 1.741 2.242 -0.6 0.3 -0.2 0.334
H -1.463 0.311 3.075 0.1 0.5 0.1 0.327
H -3.114 0.263 2.800 -0.4 1.2 0.0 0.329
H -3.830 -1.399 0.647 0.0 0.4 0.5 0.423
H -2.386 -2.691 -0.859 -0.2 0.3 0.3 0.205
H 0.209 -2.910 -1.683 -0.2 0.1 0.0 0.322
H 2.449 -1.738 -1.290 -0.2 -0.5 -0.3 0.375
H 2.661 -0.060 0.370 0.0 0.3 -0.5 0.436
H 0.713 0.975 1.486 0.2 -0.1 0.1 0.384
C 2.703 2.769 -1.944 -0.3 -0.5 0.4 -0.481
O 2.375 3.531 -0.791 -0.6 -0.5 0.1 -0.505
H 2.579 3.404 -2.813 0.1 -0.2 -0.5 0.286
H 3.678 2.290 -1.915 0.5 0.5 0.1 0.264
H 2.053 1.886 -1.964 -0.4 0.5 -0.2 0.143
H 3.127 3.991 -0.443 0.6 0.2 0.0 0.290
```
Forces are in eV/Å.

=====

[2]
DFT (the ωB97M-V functional and the def2-TZVPD basis) results for a structure of composition C10H13NO3S in a non-equilibrium geometry.

Results
E_LUMO = -0.41 eV
HOMO energy = -8.3 eV
total energy = -29041.874 eV

The geometry in XYZ format:
```
28
Properties=species:S:1:pos:R:3:forces:R:3:mulliken_charge:R:1
C -3.171 -2.080 0.846 0.2 0.2 -3.1 -0.168
C -2.905 -1.739 -0.470 -1.5 -0.1 0.2 -0.893
C -2.358 -1.525 1.847 2.2 1.8 1.7 -0.481
C -1.750 -0.889 -0.899 1.1 1.1 3.3 -0.020
C -1.178 -0.878 1.629 -0.9 0.9 -0.6 -0.157
C -0.489 2.448 -1.901 -0.6 -1.2 -0.5 -0.639
C 0.532 -0.279 -0.116 -0.5 -0.9 0.9 0.810
C 3.109 1.863 0.181 0.7 1.2 0.8 -1.171
C 1.594 -0.094 0.917 0.7 -1.6 2.7 -0.629
C 3.007 0.432 0.590 0.3 -1.7 -1.1 -0.416
N -0.705 -0.703 0.278 -2.0 -0.5 0.7 0.153
O -0.933 0.324 -3.662 0.1 -0.8 0.9 -0.604
O -2.074 0.416 -1.419 0.7 -1.0 0.3 -0.295
O 0.684 -0.086 -1.307 1.6 -0.7 -0.7 -0.612
S -0.856 0.978 -2.360 -0.7 4.8 -1.4 0.856
H -3.953 -2.735 1.211 -0.3 0.1 -0.7 0.406
H -3.528 -1.964 -1.394 0.5 -0.2 1.6 0.305
H -2.730 -1.380 2.864 0.0 -0.6 -0.3 0.317
H -1.187 -1.394 -1.608 0.9 -1.1 -1.6 0.639
H -0.792 -0.227 2.466 0.1 -1.0 -1.3 0.226
H 0.114 3.114 -2.576 -0.6 -1.2 0.4 0.257
H 2.433 2.547 0.724 0.0 -0.4 -0.3 0.313
H 4.125 2.211 0.452 -0.4 -0.1 -0.3 0.349
H 2.999 1.982 -0.870 -0.3 0.3 -0.8 0.281
H 1.771 -1.116 1.587 -0.9 2.3 -1.9 0.305
H 1.168 0.619 1.671 0.2 -0.5 -0.5 0.302
H 3.512 0.364 1.560 0.2 -0.5 -0.4 0.340
H 3.563 -0.208 -0.240 -1.2 1.0 2.0 0.227
```
Forces are in eV/Å.

=====

[3]
DFT (the ωB97M-V functional and the def2-TZVPD basis) results for a cluster of 2 separate species, C10H13NO4 in total in a non-equilibrium geometry.

Results
E_LUMO = 0.62 eV
structure (SMILES) = C#CCOC(=O)OCOC.c1cc[nH]c1
HOMO energy = -8.4 eV
total energy = -20256.337 eV

The geometry in XYZ format:
```
28
Properties=species:S:1:pos:R:3:forces:R:3:mulliken_charge:R:1
C 0.340 -0.941 2.545 0.1 0.9 -0.8 0.122
C 1.221 -0.280 2.001 -1.1 0.7 -0.3 -0.517
C 2.046 0.796 1.172 0.1 -2.6 0.3 -0.323
O 1.900 2.094 1.769 -1.8 0.2 -0.4 -0.297
C 0.990 2.903 1.065 0.1 0.8 -2.3 0.688
O 1.185 3.190 -0.099 -0.3 -0.7 2.3 -0.462
O -0.129 3.435 1.729 1.1 -1.9 -0.3 -0.299
C -1.161 2.459 1.903 -1.6 -0.5 1.3 -0.239
O -1.897 2.188 0.689 0.8 -0.9 0.8 -0.316
C -2.172 0.778 0.569 -0.1 -1.0 -0.7 -0.259
H -0.624 -1.392 2.909 2.0 0.5 -0.4 0.342
H 1.699 0.753 0.092 0.2 0.3 1.4 0.269
H 3.124 0.434 1.156 -1.3 1.0 0.3 0.338
H -1.924 2.897 2.631 1.3 -0.2 -0.9 0.249
H -0.797 1.486 2.379 0.0 1.3 -0.9 0.217
H -2.512 0.295 1.535 0.3 0.7 -0.9 0.284
H -2.983 0.583 -0.208 1.0 0.7 1.1 0.287
H -1.262 0.192 0.215 -0.8 0.8 0.5 -0.035
C 0.799 -3.076 -1.788 0.0 0.1 0.2 -0.647
C 0.593 -3.034 -3.190 0.0 0.1 -0.2 -0.404
C -0.012 -1.837 -3.480 0.0 0.0 -0.1 -0.541
N -0.183 -1.156 -2.305 0.1 0.0 0.0 0.109
C 0.313 -1.902 -1.269 0.0 0.1 0.1 -0.099
H 1.253 -3.875 -1.223 0.0 0.1 0.0 0.397
H 0.859 -3.796 -3.907 0.0 0.1 0.0 0.388
H -0.335 -1.413 -4.417 0.0 -0.1 0.1 0.388
H -0.608 -0.247 -2.216 0.1 -0.1 0.0 0.211
H 0.277 -1.534 -0.254 0.0 -0.1 -0.1 0.148
```
Forces are in eV/Å.

=====

[4]
DFT (the ωB97M-V functional and the def2-TZVPD basis) results for an isolated molecule of C10H13NS in a non-equilibrium geometry.

Results
E_LUMO = 0.72 eV
structure (SMILES) = C=C1N=C(C)S[C@@]12C(=C)C2(C)C
HOMO energy = -7.9 eV
total energy = -22902.458 eV

The geometry in XYZ format:
```
25
Properties=species:S:1:pos:R:3:forces:R:3:mulliken_charge:R:1
C -1.862 0.584 1.852 -1.2 -3.4 -0.2 -1.236
C -1.399 -0.063 0.796 1.1 -1.6 -1.5 0.115
N -1.653 -1.462 0.609 -1.2 0.0 1.3 -0.653
C -1.164 -2.006 -0.404 0.5 1.3 -1.7 0.738
C -1.333 -3.306 -1.085 -0.3 -1.4 0.7 -0.947
S -0.136 -0.987 -1.457 -1.6 0.2 0.4 -0.195
C -0.435 0.349 -0.292 2.0 1.3 -0.2 0.736
C 0.136 1.661 -0.763 0.0 -1.3 0.9 -0.100
C 0.117 2.520 -1.740 -1.4 0.9 -0.6 -0.951
C 1.038 0.969 0.125 0.6 -2.3 1.5 0.900
C 2.242 0.118 -0.324 0.1 -0.3 -1.3 -1.300
C 1.185 1.228 1.631 -1.1 3.5 -1.8 -1.428
H -2.476 -0.006 2.556 0.4 0.7 -0.4 0.296
H -1.617 1.550 1.986 0.2 3.1 0.6 0.543
H -0.237 -3.593 -1.249 -1.8 -0.2 -0.5 0.315
H -1.801 -4.061 -0.374 0.4 0.8 -1.1 0.283
H -1.989 -3.117 -2.033 1.5 -0.7 1.6 0.254
H -0.770 2.696 -2.347 0.1 -0.4 0.0 0.270
H 0.892 3.225 -1.900 0.8 0.4 0.0 0.306
H 3.185 0.669 -0.473 -0.3 0.1 0.8 0.331
H 2.111 -0.310 -1.343 -0.1 0.3 0.7 0.373
H 2.363 -0.770 0.353 0.1 1.0 -0.5 0.330
H 1.916 2.064 1.695 -0.2 -0.6 0.4 0.373
H 1.466 0.396 2.204 0.4 -1.2 0.6 0.362
H 0.223 1.653 1.975 0.8 -0.3 0.3 0.285
```
Forces are in eV/Å.

=====

[5]
DFT (the ωB97M-V functional and the def2-TZVPD basis) results for an isolated molecule of C10H13NS in a non-equilibrium geometry.

Results
E_LUMO (spin up / spin down) = -0.11 / 0.87 eV
HOMO energy (spin up / spin down) = -6.7 / -7.1 eV
total energy = -22898.822 eV

The geometry in XYZ format:
```
25
Properties=species:S:1:pos:R:3:forces:R:3:mulliken_charge:R:1
C 2.822 -1.663 0.785 2.1 0.8 -0.7 -0.076
C 3.242 0.554 -0.926 -0.2 -0.8 0.6 0.011
C 3.005 1.668 -1.497 0.7 4.1 -2.2 -0.338
C -0.806 -1.226 -2.140 1.5 0.4 -1.9 -0.650
C -2.135 1.312 1.437 -1.6 2.1 1.1 -0.884
C -1.371 -1.220 -0.960 -0.5 1.3 1.1 -0.367
C -1.147 0.958 0.680 1.9 -0.3 -1.2 -0.461
C 0.460 -1.007 0.841 -1.4 0.8 -1.1 0.053
C -0.722 -1.810 0.273 -1.3 -0.3 1.6 -0.783
C 0.171 0.424 1.263 -1.6 -0.7 1.3 -0.202
N 1.580 -1.600 0.916 0.4 -0.9 0.0 -0.267
S 4.052 -0.464 0.008 -0.5 -0.8 0.9 -0.207
H 3.545 -2.417 1.079 -0.8 -0.4 0.6 0.294
H 3.556 2.713 -1.468 -0.6 -2.1 0.8 0.209
H 2.373 1.766 -2.381 -0.5 -0.5 0.2 0.206
H -1.173 -0.612 -3.006 0.1 -0.9 1.0 0.274
H 0.210 -1.684 -2.289 -1.2 0.2 0.1 0.210
H -3.036 1.873 1.126 0.5 -0.8 -0.2 0.282
H -1.944 1.407 2.485 -0.2 -0.5 0.8 0.296
H -2.214 -0.543 -0.772 -0.1 -1.0 -0.4 0.574
H -1.241 1.057 -0.403 0.4 0.1 0.4 0.635
H -1.547 -1.940 1.135 1.8 0.0 -1.9 0.218
H -0.324 -2.754 -0.083 0.0 -0.4 0.6 0.410
H 0.966 1.105 1.042 0.7 0.3 -0.1 0.330
H -0.007 0.373 2.400 0.5 0.3 -1.4 0.232
```
Forces are in eV/Å.

=====

Let's list relative energy (zero: lowest compared OMol25 entry of this formula, charge and spin) in order: 17.8 152.5 100.3 53.3 137.1 kcal per mole.